This record from the Open Molecules 2025 dataset describes C44H57BBrF2GeHgN9Se as an isolated structure. The level of theory is ωB97M-V with the def2-TZVPD basis set.

```
! wB97M-V def2-TZVPD RIJCOSX def2/J DEFGRID3
* xyz -1 2
Hg -0.051 0.259 0.476
Br 7.278 -1.816 1.845
Se 2.846 0.117 -1.577
Ge 5.451 -0.576 -3.644
F -1.525 -2.814 -0.789
F -0.190 -2.065 -2.369
N -0.351 2.470 2.384
N -5.940 0.075 -0.653
N -5.793 0.561 1.719
N -3.858 -0.286 0.549
N -5.744 -1.738 0.945
N 0.215 -3.399 1.968
N -1.253 0.882 -3.938
N -0.586 -2.368 1.965
N 1.963 0.950 2.534
C 6.664 0.996 -3.641
C -6.334 -1.290 -0.306
C -0.386 2.604 4.789
C 3.172 -4.090 -0.814
C -4.475 0.114 -0.701
C -0.553 2.527 -1.255
C -2.185 3.509 3.511
C 1.446 1.477 3.602
C -2.083 -3.346 3.589
C -1.416 1.846 -5.031
C 3.072 -4.835 0.372
C -3.052 -3.180 4.553
C -1.781 4.968 -2.023
C -3.370 -1.915 5.031
C -0.118 3.766 -0.769
C -2.232 3.771 -2.544
C -2.087 1.272 -2.741
C 3.141 0.280 2.519
C -6.178 -0.821 1.993
C 5.588 -0.986 2.161
C -1.415 -2.233 3.032
C 5.519 0.134 2.969
C 4.302 0.752 3.163
C -1.520 3.078 2.375
C -0.716 4.961 -1.132
C -1.737 -0.962 3.544
C -2.691 -0.812 4.525
C 3.440 1.936 -1.265
C 0.163 0.761 -3.570
C 5.487 -1.441 -5.446
C 1.008 -3.676 0.925
C -4.284 -1.648 0.844
C 0.231 2.212 3.578
C 3.540 -0.034 -3.432
C -4.333 0.602 1.601
C 3.251 -0.884 1.736
C -6.363 0.950 0.438
C -1.626 2.576 -2.156
C 0.993 -3.081 -0.389
C 2.157 -3.238 -1.168
C -1.589 3.261 4.753
C 6.002 -1.825 -2.225
C 4.457 -1.515 1.557
C 2.029 -4.614 1.224
B -0.245 -2.529 -1.076
H -1.200 -0.102 3.168
H 4.028 -4.221 -1.462
H 4.515 -2.409 0.956
H 2.356 -1.296 1.292
H -0.374 5.897 -0.703
H 3.198 2.156 -0.228
H 3.829 -5.568 0.623
H -1.837 -4.328 3.212
H 7.653 0.696 -3.972
H 0.287 -0.007 -2.810
H 0.760 0.514 -4.444
H 2.929 -0.812 -3.895
H 4.792 -2.277 -5.466
H -4.169 1.139 -0.929
H -2.453 1.890 -5.357
H 1.867 1.265 4.592
H 4.516 2.007 -1.427
H -3.845 -1.975 1.787
H 6.411 0.518 3.445
H 5.697 -1.425 -1.264
H 2.909 2.615 -1.932
H -3.067 3.770 -3.238
H -3.893 0.306 2.555
H -3.563 -4.048 4.955
H -7.455 0.921 0.510
H -4.023 1.625 1.366
H -1.126 2.829 -4.658
H 0.702 3.783 -0.064
H 3.328 0.908 -3.941
H 4.241 1.636 3.785
H 0.095 2.374 5.730
H -2.080 3.572 5.668
H -2.258 5.900 -2.304
H -7.426 -1.322 -0.208
H 5.189 -0.739 -6.222
H 7.078 -1.968 -2.215
H 6.755 1.391 -2.635
H -1.947 3.241 1.392
H -6.030 -1.960 -1.116
H 5.521 -2.789 -2.353
H -3.137 4.013 3.437
H 6.308 1.790 -4.291
H -7.271 -0.872 2.065
H -3.930 -2.308 0.049
H -1.953 0.479 -2.000
H -5.724 -1.127 2.939
H -2.910 0.177 4.913
H -1.571 -0.045 -4.234
H -0.782 1.576 -5.874
H 1.963 -5.130 2.173
H 6.478 -1.814 -5.687
H -6.047 1.971 0.202
H 0.495 1.699 -3.126
H 2.210 -2.707 -2.114
H -4.123 -1.795 5.798
H -4.142 -0.571 -1.487
H -3.127 1.305 -3.070
*
```

LUMO level (spin up / spin down) = 1.810 / 1.819 eV
Relative energy (zero: lowest compared OMol25 entry of this formula, charge and spin) = 0.0 kcal per mole
<S²> = 0.7774